Here is C17H32FeNO2P2 as an isolated structure from OMol25. Energies are from ωB97M-V with the def2-TZVPD basis set.

```
55
Properties=species:S:1:pos:R:3:mulliken_spin:R:1
Fe -0.156 0.164 -0.630 2.7541
P 1.902 -0.471 -0.204 0.0080
C 2.133 -0.685 -1.970 0.6128
C 1.016 -1.224 -2.677 -0.0195
N -0.223 -0.875 -2.148 0.0447
C -1.398 -1.350 -2.628 0.0616
C -1.395 -2.265 -3.666 0.1167
C -0.178 -2.593 -4.264 0.0056
C 1.012 -2.050 -3.824 0.1191
C -2.640 -0.802 -1.925 -0.0102
P -2.228 0.699 -0.925 0.0013
H 1.968 -2.312 -4.259 0.0028
H -2.363 -2.664 -3.990 0.0040
H -0.182 -3.299 -5.063 0.0045
H -3.431 -0.545 -2.643 -0.0039
H -3.077 -1.544 -1.233 -0.0071
H 2.560 1.201 -2.665 0.0156
H 3.144 -0.860 -2.367 -0.0151
H 1.434 2.722 -1.897 -0.0130
O 2.689 2.083 -2.919 0.0175
H 2.298 2.077 -3.819 -0.0052
H 0.234 1.663 -0.985 0.0131
O 0.659 2.996 -1.411 0.0368
H 1.096 3.393 -0.607 -0.0032
C -2.471 2.045 -2.135 0.0246
H -3.420 1.891 -2.662 -0.0023
H -2.501 3.006 -1.606 0.0008
H -1.651 2.060 -2.864 0.0047
C -3.512 0.903 0.322 0.0261
H -3.327 1.847 0.855 -0.0017
H -4.510 0.926 -0.143 0.0003
H -3.449 0.070 1.036 -0.0060
C 2.086 -2.122 0.467 0.0515
H 3.154 -2.335 0.554 -0.0019
H 1.595 -2.140 1.440 0.0001
H 1.605 -2.831 -0.212 -0.0058
C 3.239 0.545 0.460 0.0186
H 2.959 0.869 1.469 0.0018
H 4.142 -0.074 0.524 -0.0001
H 3.451 1.431 -0.154 0.0001
C -1.398 0.737 4.449 0.0142
C -0.157 0.029 3.888 0.0393
C 1.110 0.735 4.387 0.0104
C -0.158 -1.435 4.336 0.0137
C -0.175 0.103 2.427 0.1671
C -0.172 0.207 1.202 -0.0888
H -1.374 0.714 5.547 0.0016
H -2.312 0.233 4.110 -0.0026
H -1.426 1.786 4.123 -0.0020
H 1.158 0.698 5.483 0.0024
H 2.007 0.245 3.984 -0.0012
H 1.110 1.788 4.074 -0.0022
H -1.069 -1.939 3.994 -0.0021
H 0.713 -1.967 3.936 -0.0023
H -0.122 -1.486 5.430 0.0009
```

electronic energy = -2818.2079 Eh
spin multiplicity = 5
E_LUMO (spin up / spin down) = -2.574 / -5.148 eV
relative energy (zero: lowest compared OMol25 entry of this formula, charge and spin) = 0.273 eV
Kohn-Sham gap (spin up / spin down) = 6.05 / 5.73 eV
E_HOMO (spin up / spin down) = -0.3169 / -0.3999 hartree
total charge = +1
F_max = 0.061 Eh/bohr

***

Here is one molecule with the formula C3H5F3O2S from OMol25. Energies are from ωB97M-V with the def2-TZVPD basis set.

```
14
Properties=species:S:1:pos:R:3:lowdin_charge:R:1
C -1.126 -1.210 0.120 -0.0450
C -0.219 -0.143 -0.458 -0.6777
C 1.300 0.004 0.236 -0.6235
O 0.019 -0.409 -1.799 -0.0527
O -0.311 2.212 0.996 -0.4893
F 1.810 -1.204 0.179 0.1664
F 2.030 0.806 -0.595 0.1087
F 1.410 0.425 1.456 0.1841
S -0.966 1.582 -0.390 0.9448
H -2.066 -1.201 -0.544 0.1281
H -0.589 -2.115 0.051 0.0687
H -1.262 -0.984 1.143 0.0717
H 0.931 -0.200 -2.125 0.1320
H -0.959 2.436 1.730 0.0837
```

electronic energy = -965.5401 Eh
structure (SMILES) = C[C@@](O)(SO)C(F)(F)F
spin multiplicity = 1
E_LUMO = 0.437 eV
relative energy (zero: lowest compared OMol25 entry of this formula, charge and spin) = 0.104 eV
Kohn-Sham gap = 9.37 eV
E_HOMO = -0.3284 hartree
total charge = 0
F_max = 0.065 Eh/bohr

***

Here is C25H37CaNO7S3Si3 as an isolated structure from OMol25. Energies are from ωB97M-V with the def2-TZVPD basis set.

```
77
Properties=species:S:1:pos:R:3:lowdin_charge:R:1
Ca -0.052 -1.599 -0.443 1.3593
O -2.276 -1.333 -1.392 -0.4238
S -2.811 -2.628 -0.964 0.4388
O -4.208 -2.610 -0.603 -0.3256
O -1.899 -3.195 0.024 -0.3886
C -2.720 -3.770 -2.375 -0.1949
C -3.926 -4.400 -2.665 -0.0738
C -4.031 -5.371 -3.649 -0.0936
C -2.901 -5.731 -4.364 -0.0940
C -1.696 -5.102 -4.091 -0.0746
C -1.578 -4.121 -3.111 -0.1916
S 0.081 -3.370 -3.020 0.4402
O 0.575 -3.544 -1.650 -0.4322
O 0.849 -4.095 -4.008 -0.3360
O -0.122 -1.954 -3.292 -0.3521
H -4.793 -4.112 -2.088 0.0973
H -4.990 -5.836 -3.843 0.0929
H -2.945 -6.492 -5.134 0.0927
H -0.809 -5.362 -4.649 0.0964
S 0.640 -2.614 4.405 0.9267
C 1.971 -3.386 3.648 -0.4729
C 2.020 -3.105 2.315 -0.2553
C 0.988 -2.241 1.814 -0.2195
C 0.171 -1.901 2.860 -0.5563
C -1.000 -1.030 2.792 -0.3158
C -1.747 -0.670 3.923 -0.0508
C -2.857 0.136 3.783 -0.0833
C -3.222 0.576 2.518 -0.0866
C -2.428 0.193 1.452 -0.1397
N -1.344 -0.567 1.579 0.0673
H 2.641 -4.012 4.221 0.0391
H 2.802 -3.520 1.686 0.0802
H -1.449 -1.027 4.900 0.0760
H -3.436 0.419 4.655 0.0962
H -4.087 1.203 2.354 0.0982
H -2.670 0.498 0.444 0.0911
C 2.634 -0.641 -2.234 -0.1503
O 1.826 -0.124 -1.183 -0.3967
Si 2.405 1.149 -0.186 0.2787
C 3.832 1.936 -1.170 -0.1809
C 3.337 0.326 1.230 -0.1609
C 1.058 2.215 0.239 -0.4339
Si 0.148 3.022 -1.089 0.3504
C 0.363 4.917 -1.166 -0.2036
C 0.619 2.453 -2.837 -0.1817
C -1.736 2.768 -1.059 -0.1841
Si 0.877 2.890 1.901 0.3487
C 1.969 4.419 2.247 -0.1995
C 1.293 1.732 3.340 -0.1779
C -0.882 3.496 2.288 -0.1871
H 3.098 0.165 -2.803 0.0674
H 2.011 -1.226 -2.905 0.0549
H 3.427 -1.287 -1.839 0.0907
H 4.676 1.257 -1.329 0.0206
H 4.182 2.763 -0.541 0.0232
H 3.540 2.362 -2.131 0.0066
H 4.100 -0.338 0.809 0.0292
H 2.680 -0.273 1.861 0.0022
H 3.851 1.066 1.853 0.0238
H 1.423 5.161 -1.289 0.0180
H 0.017 5.403 -0.248 0.0040
H -0.191 5.350 -2.006 0.0111
H 1.619 2.769 -3.138 0.0104
H -0.093 2.903 -3.538 0.0224
H 0.549 1.367 -2.944 0.0242
H -2.160 2.879 -0.061 -0.0027
H -1.977 1.761 -1.424 0.0215
H -2.231 3.488 -1.721 0.0190
H 3.024 4.158 2.115 0.0128
H 1.838 4.801 3.266 0.0108
H 1.738 5.227 1.545 0.0030
H 2.368 1.682 3.536 0.0161
H 0.942 0.714 3.175 0.0056
H 0.809 2.119 4.245 0.0240
H -1.269 4.216 1.561 0.0096
H -0.883 3.978 3.272 0.0194
H -1.576 2.652 2.328 -0.0001
```

electronic energy = -4297.2737 Eh
spin multiplicity = 1
E_LUMO = 4.280 eV
relative energy (zero: lowest compared OMol25 entry of this formula, charge and spin) = 0.282 eV
Kohn-Sham gap = 6.10 eV
E_HOMO = -0.0668 hartree
total charge = -2
F_max = 0.012 Eh/bohr

***

Here is C36H28Cl2FeN6O2S2 as an isolated structure from OMol25. Energies are from ωB97M-V with the def2-TZVPD basis set.

```
77
Properties=species:S:1:pos:R:3:mulliken_spin:R:1
Fe 0.555 0.722 0.140 2.9515
Cl 4.365 -1.395 -4.562 -0.0001
C 2.915 -0.887 -3.758 -0.0024
C 2.739 -1.258 -2.425 0.0086
C 1.615 -0.829 -1.752 -0.0178
N 1.350 -0.918 -0.366 -0.0730
C 1.955 -1.709 0.533 -0.0045
O 2.694 -2.659 0.338 0.0292
C 1.620 -1.265 1.953 0.0265
C 2.087 -1.966 3.048 0.0005
C 1.836 -1.452 4.310 0.0027
C 1.150 -0.253 4.436 0.0045
C 0.719 0.389 3.287 -0.0014
N 0.933 -0.122 2.079 -0.0015
C 0.651 -0.034 -2.410 -0.0062
C 0.824 0.313 -3.733 -0.0113
C 1.969 -0.113 -4.403 0.0011
Cl 2.182 0.383 -6.053 0.0001
N -0.345 0.411 -1.517 -0.0118
C -1.614 0.699 -1.818 0.0206
O -2.136 0.738 -2.923 0.0206
C -2.450 0.920 -0.567 0.0050
C -3.789 1.246 -0.689 0.0013
C -4.528 1.440 0.465 -0.0004
C -3.906 1.300 1.695 0.0029
C -2.560 0.969 1.721 0.0061
N -1.845 0.777 0.618 0.0354
H 3.482 -1.864 -1.929 -0.0010
H 2.646 -2.876 2.884 0.0007
H 2.190 -1.971 5.191 0.0001
H 0.958 0.189 5.403 0.0002
H 0.206 1.343 3.320 0.0007
H 0.081 0.910 -4.241 -0.0002
H -4.210 1.339 -1.680 0.0003
H -5.578 1.697 0.409 0.0000
H -4.443 1.441 2.622 0.0001
H -2.041 0.846 2.665 0.0014
S 2.845 1.576 0.305 0.2087
C 2.657 3.013 -0.611 0.1641
N 3.693 3.530 -1.319 0.1336
C 3.570 4.892 -1.813 0.0225
C 2.221 5.044 -2.468 -0.0118
N 1.169 4.673 -1.537 0.1786
C 0.037 5.587 -1.431 -0.0185
C 0.426 6.861 -0.717 0.0031
C 0.834 6.820 0.615 0.0037
C 1.228 7.980 1.260 -0.0002
C 1.220 9.195 0.583 0.0023
C 0.815 9.244 -0.740 -0.0010
C 0.421 8.077 -1.386 0.0040
C 1.374 3.639 -0.680 0.2957
S 0.053 3.023 0.260 0.0308
C 5.040 2.977 -1.254 -0.0374
C 5.674 2.950 -2.621 0.0138
C 6.838 3.649 -2.907 0.0012
C 7.401 3.590 -4.177 0.0005
C 6.797 2.833 -5.169 0.0003
C 5.629 2.130 -4.888 -0.0017
C 5.073 2.189 -3.623 0.0007
H 4.360 5.070 -2.541 0.0006
H 3.684 5.606 -0.988 -0.0003
H 2.170 4.401 -3.354 0.0070
H 2.067 6.076 -2.780 -0.0013
H -0.770 5.067 -0.919 -0.0003
H -0.313 5.817 -2.440 0.0007
H 0.840 5.873 1.145 0.0056
H 1.541 7.941 2.296 -0.0003
H 1.528 10.100 1.090 0.0001
H 0.806 10.185 -1.274 -0.0002
H 0.104 8.113 -2.423 0.0002
H 4.953 1.957 -0.885 -0.0031
H 5.652 3.534 -0.535 0.0105
H 7.311 4.243 -2.133 0.0003
H 8.310 4.136 -4.390 0.0000
H 7.235 2.785 -6.157 0.0001
H 5.158 1.527 -5.654 -0.0001
H 4.167 1.632 -3.404 -0.0008
```

electronic energy = -4848.2396 Eh
spin multiplicity = 5
E_LUMO (spin up / spin down) = -0.744 / -0.681 eV
relative energy (zero: lowest compared OMol25 entry of this formula, charge and spin) = 0.000 eV
Kohn-Sham gap (spin up / spin down) = 5.85 / 7.09 eV
E_HOMO (spin up / spin down) = -0.2423 / -0.2855 hartree
total charge = 0
F_max = 0.014 Eh/bohr